Entry 1:
ORCA calculation (the ωB97M-V functional and the def2-TZVPD basis) on C19H35KN5O4Ta as an isolated structure in a non-equilibrium geometry.

Positions of all 65 atoms, in Å:
N: -1.384 -0.264 -0.923
C: -2.443 -0.826 -0.762
O: -3.526 -1.298 -0.541
K: -2.256 2.358 0.967
Ta: 0.532 0.076 -0.554
N: 0.435 1.738 -1.557
N: 1.040 -1.388 -1.733
C: -0.229 2.485 -2.640
C: 0.370 -2.338 -2.655
C: 0.104 3.965 -2.470
C: 0.380 2.059 -3.979
C: -1.740 2.312 -2.609
C: -0.297 -3.400 -1.782
C: 1.412 -2.986 -3.561
C: -0.641 -1.641 -3.557
H: -0.178 4.329 -1.476
H: -0.445 4.520 -3.239
H: 1.173 4.145 -2.634
H: 1.465 2.234 -3.984
H: -0.076 2.687 -4.759
H: 0.194 1.005 -4.213
H: -2.070 1.269 -2.651
H: -2.133 2.829 -3.500
H: -2.196 2.809 -1.733
H: 0.460 -3.880 -1.146
H: -0.740 -4.160 -2.442
H: -1.085 -2.982 -1.144
H: 2.092 -3.634 -3.000
H: 1.979 -2.227 -4.111
H: 0.875 -3.616 -4.277
H: -1.061 -2.415 -4.222
H: -0.158 -0.887 -4.196
H: -1.482 -1.186 -3.027
C: 1.860 2.173 -1.382
H: 2.423 1.502 -0.708
H: 2.375 2.204 -2.357
H: 1.904 3.177 -0.927
C: 2.430 -1.783 -1.386
H: 2.861 -1.144 -0.605
H: 2.459 -2.829 -1.031
H: 3.081 -1.672 -2.267
C: -2.213 -1.575 4.729
C: -0.705 -1.573 4.631
C: -0.054 -0.296 4.040
C: -0.400 1.040 4.759
C: -1.757 1.639 4.420
C: 1.445 -0.528 4.203
O: 1.978 -0.996 5.198
N: 2.290 -0.103 3.156
C: 1.867 0.070 1.866
O: 2.608 0.290 0.882
N: 0.539 -0.047 1.617
C: -0.427 -0.174 2.577
O: -1.586 -0.024 2.135
H: -2.563 -0.847 5.467
H: -2.541 -2.567 5.059
H: -2.666 -1.364 3.755
H: -0.277 -1.744 5.628
H: -0.383 -2.430 4.016
H: -0.297 0.866 5.838
H: 0.376 1.779 4.497
H: -2.585 0.927 4.537
H: -1.965 2.495 5.071
H: -1.740 2.026 3.391
H: 3.288 -0.187 3.297

Calculated total energy: -1976.298213 Ha
HOMO: -0.557 hartree
Molar mass: 617.6 g mol⁻¹
Gap between HOMO and LUMO: 7.8 eV
Net charge: +2

natural (NBO) population analysis, charges in e, atoms 1 to 2:
1. N -0.91
2. C 0.92


Entry 2:
ORCA calculation (the ωB97M-V functional and the def2-TZVPD basis) on C2H7Cl3Si2 in the gas phase in a non-equilibrium geometry.

Positions of all 14 atoms, in Å:
C: 0.911 -0.253 2.085
Si: 0.978 -0.996 0.300
Cl: 2.963 -1.533 0.014
Si: 0.029 0.547 -1.209
C: -1.877 0.369 -1.245
Cl: 0.726 2.520 -0.701
Cl: 0.703 0.258 -3.102
H: 1.779 0.342 2.446
H: 0.136 0.500 2.102
H: 0.493 -0.713 3.071
H: 0.139 -2.083 -0.129
H: -2.373 0.763 -2.072
H: -2.342 -0.659 -1.154
H: -2.265 0.938 -0.405

Calculated total energy: -2040.103756 Ha
Structure (SMILES): C[Si@H](Cl)[Si](C)(Cl)Cl
HOMO: -0.363 hartree
Molar mass: 193.6 g mol⁻¹
Energy relative to the best compared isomer or geometry (same formula, charge and spin): 9.3 kcal per mole
Gap between HOMO and LUMO: 10.4 eV

natural (NBO) population analysis, charges in e, atoms 1 to 2:
1. C -1.12
2. Si 0.91


Entry 3:
ORCA calculation (the ωB97M-V functional and the def2-TZVPD basis) on C9H19ClN5O5RuS as an isolated structure in a non-equilibrium geometry.

Positions of all 41 atoms, in Å:
Ru: -0.366 -0.678 -0.410
O: -0.170 0.955 3.040
Cl: 0.233 1.082 1.645
O: 0.898 2.378 1.385
O: -1.046 0.951 0.737
O: 1.056 -0.143 1.167
C: -0.171 -5.660 3.632
C: -0.814 -4.277 3.622
C: -1.000 -3.711 2.208
N: -0.507 -2.546 1.920
N: -0.749 -2.244 0.596
C: -1.437 -3.169 -0.084
N: -1.742 -2.885 -1.383
S: -1.972 -4.449 0.950
H: -0.342 -6.140 4.601
H: 0.922 -5.562 3.565
H: -0.431 -6.346 2.822
H: -0.281 -3.513 4.177
H: -1.879 -4.394 3.934
H: -1.186 -2.034 -1.703
H: -1.950 -3.663 -2.000
C: -1.281 1.690 -3.008
N: -0.409 2.561 -2.245
C: -0.948 3.888 -1.954
C: 0.696 1.959 -1.703
O: 0.744 0.668 -1.649
N: 1.736 2.684 -1.305
C: 1.851 4.109 -1.303
C: 2.950 2.075 -0.689
H: -1.666 2.189 -3.914
H: -2.140 1.410 -2.341
H: -0.734 0.767 -3.273
H: -1.988 3.738 -2.054
H: -0.626 4.651 -2.659
H: -0.701 4.229 -0.941
H: 1.656 4.601 -2.266
H: 2.911 4.318 -1.047
H: 1.149 4.546 -0.561
H: 3.825 2.480 -1.202
H: 2.854 0.965 -0.643
H: 3.057 2.518 0.338

Calculated total energy: -1956.022327 Ha
2S+1: 5
HOMO (alpha / beta): -0.715 / -0.717 hartree
Molar mass: 445.9 g mol⁻¹
Energy relative to the best compared isomer or geometry (same formula, charge and spin): 0.0 kcal per mole
Gap between HOMO and LUMO (alpha / beta): 6.2 / 5.5 eV
Net charge: +3

natural (NBO) population analysis, charges in e, atoms 1 to 2:
1. Ru 1.47
2. O -0.60


Entry 4:
ORCA calculation (the ωB97M-V functional and the def2-TZVPD basis) on a 2-piece molecular cluster, C2H7O3SSi overall in a non-equilibrium geometry.

Positions of all 14 atoms, in Å:
C: -1.627 1.655 -0.054
C: -0.074 -1.553 0.454
O: 2.100 0.672 0.013
O: 4.088 -1.300 0.117
O: -0.287 1.416 0.118
Si: 0.609 0.153 -0.027
S: 3.781 0.135 -0.243
H: -2.022 0.895 -0.854
H: -1.616 2.711 -0.382
H: -2.325 1.538 0.867
H: -1.026 -1.335 1.094
H: -0.417 -2.006 -0.361
H: 0.466 -2.073 1.221
H: -1.650 -0.908 -1.965

Calculated total energy: -993.724833 Ha
HOMO (alpha / beta): -0.099 / -0.099 hartree
Molar mass: 139.2 g mol⁻¹
Energy relative to the best compared isomer or geometry (same formula, charge and spin): 122.9 kcal per mole
Gap between HOMO and LUMO (alpha / beta): 6.1 / 6.1 eV
Net charge: -1

natural (NBO) population analysis, charges in e, atoms 1 to 2:
1. C -0.29
2. C -1.14


Entry 5:
ORCA calculation (the ωB97M-V functional and the def2-TZVPD basis) on C5H6O in the gas phase.

Positions of all 12 atoms, in Å:
C: 1.463 1.201 -0.197
C: 0.359 0.231 -0.002
C: -0.180 -0.717 -0.804
C: -1.325 -1.222 -0.115
C: -1.349 -0.599 1.088
O: -0.329 0.296 1.170
H: 1.883 1.065 -1.197
H: 2.247 1.048 0.549
H: 1.102 2.233 -0.115
H: 0.191 -1.047 -1.765
H: -2.094 -1.810 -0.582
H: -1.970 -0.679 1.969

Calculated total energy: -269.337009 Ha
Structure (SMILES): Cc1ccco1
HOMO: -0.311 hartree
Molar mass: 82.1 g mol⁻¹
Energy relative to the best compared isomer or geometry (same formula, charge and spin): 5.8 kcal per mole
Gap between HOMO and LUMO: 9.6 eV

natural (NBO) population analysis, charges in e, atoms 1 to 2:
1. C -0.65
2. C 0.29


Entry 6:
ORCA calculation (the ωB97M-V functional and the def2-TZVPD basis) on C30H39FGeN4OPtS as an isolated structure in a non-equilibrium geometry.

Positions of all 78 atoms, in Å:
Pt: -0.213 0.258 -0.660
N: 3.552 -0.477 -3.120
C: 2.447 -0.076 -2.459
S: 1.979 -1.032 -1.113
N: 1.859 0.999 -2.891
N: 0.745 1.472 -2.339
C: 0.140 2.376 -3.069
C: -1.012 3.144 -2.798
C: -1.474 4.014 -3.808
C: -2.520 4.871 -3.599
C: -3.157 4.890 -2.348
C: -2.792 4.016 -1.368
C: -1.729 3.077 -1.547
O: -1.477 2.250 -0.630
H: 4.032 -1.308 -2.825
H: 3.855 0.032 -3.929
H: 0.598 2.553 -4.044
H: -0.981 3.987 -4.771
H: -2.858 5.518 -4.394
H: -3.952 5.600 -2.171
H: -3.313 3.988 -0.422
C: -1.097 2.543 3.327
C: -0.195 2.331 2.109
C: 0.235 3.663 1.496
C: 1.001 1.499 2.492
C: 2.005 2.051 3.269
C: 3.064 1.287 3.720
C: 3.129 -0.051 3.381
C: 2.160 -0.653 2.594
C: 2.345 -2.109 2.216
C: 2.251 -3.028 3.438
C: 3.705 -2.340 1.546
C: 1.069 0.134 2.144
N: 0.025 -0.429 1.411
C: -0.680 -1.415 2.009
C: -0.694 -1.585 3.415
C: -1.372 -2.626 4.010
C: -2.087 -3.541 3.249
C: -2.166 -3.363 1.877
C: -1.493 -2.317 1.292
F: -1.582 -2.178 -0.053
H: -1.995 3.081 3.035
H: -0.589 3.118 4.099
H: -1.399 1.587 3.753
H: -0.781 1.796 1.353
H: 0.747 4.294 2.220
H: -0.634 4.208 1.136
H: 0.898 3.483 0.650
H: 1.944 3.089 3.553
H: 3.824 1.732 4.346
H: 3.956 -0.641 3.745
H: 1.567 -2.391 1.500
H: 3.069 -2.835 4.128
H: 2.310 -4.067 3.119
H: 1.314 -2.889 3.970
H: 4.519 -2.167 2.248
H: 3.831 -1.678 0.694
H: 3.766 -3.369 1.195
H: -0.167 -0.865 4.025
H: -1.335 -2.736 5.084
H: -2.582 -4.378 3.712
H: -2.732 -4.032 1.245
C: -0.373 -1.268 -4.702
Ge: -1.409 -1.896 -3.118
C: -0.334 -3.381 -2.337
C: -3.125 -2.706 -3.772
C: -1.810 -0.283 -2.069
H: -0.248 -2.062 -5.432
H: 0.617 -0.937 -4.402
H: -0.870 -0.432 -5.186
H: 0.184 -3.891 -3.145
H: -0.950 -4.104 -1.815
H: 0.410 -3.005 -1.644
H: -2.909 -3.596 -4.353
H: -3.679 -2.018 -4.402
H: -3.762 -2.990 -2.941
H: -2.672 -0.370 -1.407
H: -1.952 0.572 -2.728

Calculated total energy: -4154.993477 Ha
HOMO (alpha / beta): -0.260 / -0.260 hartree
Molar mass: 790.4 g mol⁻¹
Energy relative to the best compared isomer or geometry (same formula, charge and spin): 87.0 kcal per mole
Gap between HOMO and LUMO (alpha / beta): 5.0 / 5.0 eV

Löwdin population analysis, charges in e, atoms 1 to 2:
1. Pt 1.12
2. N 0.08


Entry 7:
ORCA calculation (the ωB97M-V functional and the def2-TZVPD basis) on C32H51Cl2PW as an isolated structure in a non-equilibrium geometry.

Positions of all 87 atoms, in Å:
W: 0.004 0.315 0.151
Cl: 0.390 2.555 0.507
P: -1.370 -1.737 0.326
C: 1.145 -1.043 -1.017
H: 1.204 -1.701 -1.923
H: 1.951 -1.363 -0.336
C: -2.617 -1.168 1.570
C: -0.370 -3.150 1.067
C: -3.879 -2.045 1.760
H: -2.070 -1.194 2.534
C: -4.722 -1.525 2.933
H: -4.493 -2.026 0.846
H: -3.617 -3.094 1.947
C: -5.070 -0.035 2.802
H: -5.639 -2.117 3.024
H: -4.152 -1.675 3.867
C: -3.862 0.842 2.451
H: -5.835 0.079 2.012
H: -5.523 0.316 3.731
C: -3.013 0.281 1.285
H: -4.193 1.856 2.214
H: -3.213 0.915 3.342
H: -3.604 0.323 0.353
H: -2.140 0.952 1.134
C: -2.307 -2.595 -1.077
C: 0.305 -4.045 0.008
H: 0.448 -2.639 1.597
C: 1.314 -4.994 0.666
H: -0.435 -4.630 -0.550
H: 0.819 -3.429 -0.739
C: 0.700 -5.824 1.801
H: 1.733 -5.661 -0.099
H: 2.149 -4.403 1.066
C: -0.122 -4.990 2.795
H: 0.066 -6.611 1.373
H: 1.506 -6.337 2.344
C: -1.094 -4.003 2.125
H: -0.684 -5.662 3.457
H: 0.567 -4.422 3.434
H: -1.920 -4.569 1.671
H: -1.546 -3.370 2.905
C: -3.397 -1.753 -1.755
H: -1.485 -2.766 -1.797
C: -3.892 -2.404 -3.055
H: -4.240 -1.602 -1.067
H: -3.038 -0.755 -2.018
C: -4.418 -3.825 -2.835
H: -4.683 -1.774 -3.488
H: -3.067 -2.426 -3.778
C: -3.442 -4.678 -2.013
H: -5.385 -3.778 -2.323
H: -4.599 -4.302 -3.810
C: -2.943 -3.963 -0.746
H: -3.927 -5.623 -1.732
H: -2.577 -4.937 -2.639
H: -3.797 -3.816 -0.072
H: -2.248 -4.630 -0.220
C: -0.926 0.796 -1.699
C: 0.078 -0.191 -2.471
H: -1.917 0.316 -1.765
C: 1.017 0.405 -3.462
H: -0.385 -1.129 -2.760
C: 1.426 1.821 -3.105
H: 1.927 -0.210 -3.520
H: 0.544 0.373 -4.475
C: 0.185 2.743 -3.099
H: 1.925 1.901 -2.124
H: 2.151 2.218 -3.821
C: -1.033 2.206 -2.326
H: 0.445 3.757 -2.771
H: -0.127 2.818 -4.161
H: -1.357 2.934 -1.550
H: -1.900 2.136 -3.013
Cl: 1.483 -0.069 5.086
C: 2.594 0.419 3.869
C: 3.867 0.837 4.245
C: 4.797 1.200 3.266
C: 4.450 1.113 1.926
C: 3.173 0.683 1.539
C: 2.213 0.389 2.506
C: 0.782 0.004 2.174
H: 4.126 0.874 5.300
H: 5.789 1.540 3.563
H: 5.169 1.385 1.151
H: 2.926 0.593 0.475
H: 0.602 -1.030 2.481
H: 0.076 0.589 2.791

Calculated total energy: -2578.599532 Ha
2S+1: 3
HOMO (alpha / beta): -0.250 / -0.280 hartree
Molar mass: 721.5 g mol⁻¹
Gap between HOMO and LUMO (alpha / beta): 7.1 / 7.8 eV

Löwdin population analysis, charges in e, atoms 1 to 2:
1. W 0.98
2. Cl 0.11


Entry 8:
ORCA calculation (the ωB97M-V functional and the def2-TZVPD basis) on C2H3NO2 in the gas phase in a non-equilibrium geometry.

Positions of all 8 atoms, in Å:
N: 0.187 2.220 -0.985
C: 0.021 1.179 -0.525
C: -0.207 -0.175 -0.101
O: -0.788 -0.249 1.178
O: 1.019 -0.843 -0.206
H: -0.879 -0.642 -1.036
H: -1.168 -0.991 1.549
H: 1.816 -0.499 0.125

Calculated total energy: -283.189391 Ha
Structure (SMILES): N#CC(O)O
HOMO: -0.432 hartree
Molar mass: 73.1 g mol⁻¹
Energy relative to the best compared isomer or geometry (same formula, charge and spin): 43.1 kcal per mole
Gap between HOMO and LUMO: 12.2 eV

natural (NBO) population analysis, charges in e, atoms 1 to 2:
1. N -0.27
2. C 0.22


Number 7 is which compound? C32H51Cl2PW


Among the records above, which one has the lowest calculated total energy? C30H39FGeN4OPtS